C11H16Cl2IMnNO2P | ωB97M-V with the def2-TZVPD basis set

XYZ file:
```
35
Properties=species:S:1:pos:R:3:forces:R:3
C 4.4268 0.8893 2.3507 -0.5 -1.0 1.1
C 3.4611 1.8804 1.8843 1.4 5.8 -4.2
H 5.3958 1.3635 2.6066 -0.6 0.2 -0.3
H 4.5805 0.1258 1.5605 -0.2 0.4 0.3
H 3.9883 0.4300 3.2497 0.5 -0.2 -0.3
O 3.3912 2.8616 1.2110 -0.5 -5.2 3.7
I 0.9622 1.3895 3.0418 0.5 0.1 0.4
Mn 0.1105 0.1724 1.0063 0.2 -2.5 -0.8
P 0.6197 0.0928 -1.3779 0.3 -0.3 -1.5
C -0.1807 1.3368 -2.4339 -0.3 0.3 0.6
C 2.4000 0.3817 -1.6211 -0.1 0.1 1.0
H 0.4874 -2.3005 -1.6112 -0.1 0.1 -0.3
H 0.7513 -1.5317 -3.2152 -0.1 0.3 0.3
H -0.8621 -1.4584 -2.4348 0.3 -0.1 0.0
C 0.2215 -1.4547 -2.2545 -0.3 -0.3 0.8
H 2.9307 -0.2626 -0.9117 0.1 0.0 -0.3
H 2.7061 0.1418 -2.6488 -0.2 0.1 0.2
H 0.2665 1.3507 -3.4388 -0.1 -0.1 0.3
H -0.0777 2.3266 -1.9673 0.0 -0.1 -0.4
H 2.6142 1.4321 -1.3846 0.1 -0.2 -0.2
H -1.2478 1.0857 -2.5129 0.2 0.2 -0.2
C -0.4804 1.8736 0.5262 -2.2 5.7 0.7
O -0.9644 2.9329 0.5234 1.9 -4.2 -0.6
Cl 0.9266 -1.9251 1.0899 -0.2 1.2 0.0
Cl -4.0344 -3.2304 2.7713 0.7 1.1 -1.1
C -3.5088 -2.0793 1.6216 -1.6 -1.7 1.3
C -4.3535 -1.7251 0.5521 -0.2 1.2 -1.0
C -3.9194 -0.6891 -0.2695 -0.7 -0.6 0.0
C -2.7155 -0.0430 0.0024 0.4 -0.2 0.4
N -1.8869 -0.4481 0.9820 0.4 -1.0 0.8
C -2.2582 -1.4674 1.8039 1.3 1.6 -0.9
H -5.3441 -2.1662 0.4206 0.4 -0.1 0.0
H -4.4684 -0.3308 -1.1360 -0.3 -0.2 0.3
H -2.3733 0.8257 -0.5666 -0.4 -0.4 0.0
H -1.5647 -1.7804 2.5805 -0.1 0.0 -0.1
```
Forces are in eV/Å.

- Multiplicity: 4
- Total charge: +3
- Calculated total energy: -90974.86672 eV
- Kohn-Sham gap (alpha / beta): 7.00 / 4.09 eV
- LUMO level (alpha / beta): -12.135 / -14.910 eV